318
Properties=species:S:1:pos:R:3 method="wB97M-V/def2-TZVPD" e_tot_ev=-335487.3127 fmax_ev_per_a=10.78 homo_energy_ev=-16.03 total_charge=+6
C -1.94 -0.70 6.36
C -2.30 -0.99 7.87
C -3.32 -0.06 8.59
C -3.64 -0.38 10.07
N -4.93 0.31 10.68
C -4.97 -0.25 12.12
C -6.07 -1.34 12.18
C -7.13 -0.74 11.28
C -6.28 -0.20 10.07
C -4.86 1.82 10.58
H -0.87 -0.74 6.15
H -2.43 0.23 6.07
H -2.61 -1.36 5.81
H -1.37 -0.75 8.40
H -2.55 -2.03 8.08
H -4.28 -0.02 8.08
H -2.92 0.95 8.48
H -2.84 -0.12 10.76
H -3.79 -1.46 10.14
H -5.38 0.58 12.71
H -3.96 -0.46 12.48
H -6.29 -1.66 13.20
H -5.67 -2.22 11.68
H -7.63 0.09 11.77
H -7.84 -1.53 11.05
H -6.81 0.50 9.42
H -6.11 -1.06 9.42
H -4.62 2.00 9.53
H -3.97 2.16 11.12
H -5.82 2.16 10.94
C 0.24 0.20 -4.28
C 0.35 0.26 -5.86
C 1.65 1.01 -6.23
C 1.70 1.51 -7.72
N 3.14 2.05 -8.10
C 3.81 3.01 -6.98
C 3.05 4.35 -7.11
C 2.46 4.25 -8.54
C 3.02 3.04 -9.23
C 4.03 0.92 -8.48
H 0.08 1.22 -3.93
H 1.17 -0.05 -3.77
H -0.51 -0.49 -3.89
H -0.57 0.64 -6.29
H 0.46 -0.72 -6.33
H 2.55 0.45 -5.96
H 1.67 1.92 -5.62
H 0.95 2.29 -7.76
H 1.49 0.74 -8.47
H 4.85 3.06 -7.31
H 3.76 2.50 -6.02
H 3.61 5.28 -7.02
H 2.27 4.39 -6.35
H 2.73 5.18 -9.03
H 1.37 4.27 -8.55
H 4.05 3.06 -9.60
H 2.31 2.66 -9.97
H 5.03 1.31 -8.67
H 3.70 0.57 -9.47
H 4.06 0.16 -7.70
C -4.99 0.49 -4.32
C -3.50 0.75 -4.02
C -3.18 2.28 -3.96
C -3.31 2.99 -5.32
N -2.71 4.40 -5.44
C -3.45 5.41 -4.54
C -3.20 6.83 -5.20
C -3.17 6.60 -6.70
C -2.79 5.05 -6.84
C -1.20 4.53 -5.06
H -5.61 0.89 -3.52
H -5.19 -0.58 -4.42
H -5.30 1.14 -5.14
H -2.86 0.37 -4.81
H -3.20 0.24 -3.10
H -2.20 2.37 -3.50
H -3.89 2.64 -3.22
H -4.33 3.01 -5.71
H -2.79 2.43 -6.10
H -3.39 5.24 -3.47
H -4.49 5.17 -4.73
H -2.26 7.21 -4.81
H -3.92 7.61 -4.97
H -2.49 7.29 -7.20
H -4.13 6.73 -7.20
H -1.97 4.75 -7.50
H -3.63 4.55 -7.31
H -0.76 3.62 -5.46
H -1.13 4.43 -3.98
H -0.71 5.39 -5.51
C -1.36 13.22 2.11
C -2.19 11.97 1.75
C -1.34 10.86 1.02
C -2.27 9.80 0.33
N -1.66 8.95 -0.83
C -2.39 7.63 -1.05
C -1.46 6.73 -1.70
C -0.11 7.11 -1.11
C -0.16 8.48 -0.69
C -1.66 9.84 -2.14
H -1.98 14.01 2.52
H -0.83 13.60 1.23
H -0.45 12.94 2.64
H -3.03 12.27 1.13
H -2.65 11.51 2.62
H -0.71 10.41 1.79
H -0.59 11.33 0.39
H -3.13 10.35 -0.05
H -2.54 9.04 1.06
H -3.25 7.80 -1.70
H -2.80 7.26 -0.11
H -1.47 6.70 -2.79
H -1.65 5.70 -1.38
H 0.68 7.06 -1.86
H 0.28 6.36 -0.42
H 0.61 9.14 -1.10
H -0.04 8.60 0.39
H -2.69 10.13 -2.36
H -1.26 9.20 -2.93
H -1.03 10.70 -1.91
C -0.24 2.29 -1.37
C 0.85 1.28 -0.98
C 0.62 0.42 0.28
C -0.72 -0.45 0.19
N -1.03 -1.39 1.43
C 0.21 -2.12 1.94
C 0.43 -3.28 0.90
C -0.92 -3.58 0.40
C -1.93 -2.51 1.01
C -1.54 -0.51 2.59
H -0.53 3.14 -0.76
H -1.23 1.84 -1.52
H 0.07 2.74 -2.31
H 1.84 1.70 -0.84
H 0.84 0.47 -1.71
H 0.48 1.09 1.13
H 1.57 -0.08 0.45
H -0.66 -1.14 -0.65
H -1.56 0.25 0.12
H -0.05 -2.41 2.96
H 0.99 -1.35 1.91
H 0.82 -4.15 1.44
H 1.08 -3.09 0.05
H -1.16 -4.57 0.79
H -0.84 -3.60 -0.69
H -2.34 -2.90 1.95
H -2.65 -2.11 0.31
H -0.69 0.13 2.83
H -1.88 -1.11 3.44
H -2.34 0.09 2.15
C 11.78 -2.03 4.73
N 10.64 -1.22 4.22
C 10.48 -1.08 2.84
C 9.40 -0.28 2.30
C 8.56 0.36 3.21
C 8.84 0.26 4.54
C 9.87 -0.53 5.09
C 7.45 1.23 2.76
C 6.27 1.39 3.48
C 5.24 2.23 3.05
N 5.35 2.95 1.93
C 6.45 2.85 1.16
C 7.50 1.94 1.58
C 4.16 3.75 1.44
H 11.42 -3.03 4.51
H 11.78 -1.97 5.82
H 12.68 -1.75 4.18
H 11.20 -1.70 2.31
H 9.30 -0.16 1.23
H 8.34 0.89 5.26
H 10.17 -0.52 6.12
H 5.99 0.71 4.28
H 4.36 2.33 3.67
H 6.51 3.47 0.27
H 8.35 1.83 0.93
H 3.32 3.72 2.13
H 3.95 3.31 0.47
H 4.47 4.78 1.26
C -2.38 -6.45 -1.71
N -2.55 -5.65 -2.98
C -1.96 -6.13 -4.05
C -2.07 -5.50 -5.27
C -2.75 -4.23 -5.30
C -3.23 -3.66 -4.11
C -3.11 -4.41 -2.92
C -3.00 -3.49 -6.60
C -2.62 -2.13 -6.85
C -2.73 -1.55 -8.14
N -3.48 -2.26 -9.10
C -3.90 -3.49 -8.88
C -3.69 -4.14 -7.65
C -3.83 -1.62 -10.42
H -3.12 -6.11 -0.98
H -1.39 -6.27 -1.30
H -2.56 -7.48 -2.01
H -1.33 -6.99 -3.95
H -1.58 -5.86 -6.16
H -3.62 -2.66 -3.96
H -3.39 -4.04 -1.95
H -2.17 -1.62 -6.01
H -2.51 -0.54 -8.43
H -4.40 -4.09 -9.63
H -3.95 -5.18 -7.51
H -2.93 -1.32 -10.96
H -4.56 -0.84 -10.22
H -4.32 -2.33 -11.08
C 3.76 -4.82 4.49
N 3.81 -3.93 3.26
C 3.87 -2.58 3.38
C 4.06 -1.73 2.22
C 3.97 -2.22 0.97
C 3.86 -3.63 0.86
C 3.79 -4.44 2.02
C 4.14 -1.27 -0.22
C 3.93 -1.79 -1.54
C 4.05 -1.03 -2.67
N 4.32 0.31 -2.48
C 4.55 0.88 -1.30
C 4.45 0.10 -0.13
C 4.39 1.22 -3.67
H 4.65 -5.44 4.48
H 2.86 -5.43 4.40
H 3.55 -4.20 5.36
H 4.05 -2.27 4.40
H 4.35 -0.71 2.41
H 3.85 -4.15 -0.08
H 3.70 -5.52 1.92
H 3.70 -2.83 -1.67
H 3.96 -1.33 -3.70
H 4.90 1.90 -1.38
H 4.68 0.63 0.78
H 4.36 2.27 -3.36
H 3.45 1.07 -4.19
H 5.30 0.92 -4.19
C 1.03 -10.99 4.35
C 1.74 -9.78 3.78
N 0.94 -8.53 3.35
C 1.99 -7.50 2.85
C -0.06 -9.02 2.25
C 0.51 -9.75 1.01
C 0.21 -8.02 4.65
C -0.52 -6.68 4.48
O 0.42 -5.66 4.86
C -0.21 -4.51 5.40
H 0.42 -11.43 3.56
H 0.42 -10.61 5.17
H 1.77 -11.72 4.67
H 2.32 -10.12 2.93
H 2.39 -9.39 4.56
H 2.81 -7.49 3.58
H 1.46 -6.55 2.73
H 2.42 -7.88 1.93
H -0.48 -8.09 1.89
H -0.90 -9.56 2.70
H -0.19 -9.69 0.18
H 0.78 -10.79 1.22
H 1.40 -9.26 0.62
H 0.92 -8.03 5.48
H -0.49 -8.77 4.99
H -1.47 -6.73 5.00
H -0.79 -6.46 3.44
H -0.99 -4.04 4.82
H 0.60 -3.82 5.65
H -0.55 -4.76 6.41
N -7.29 -2.52 -1.13
S -6.10 -1.88 -0.38
O -4.93 -1.63 -1.20
O -5.88 -2.25 1.04
F -6.71 -0.41 -0.33
S -6.78 -4.12 -0.79
O -7.51 -4.72 0.33
O -5.40 -4.45 -0.99
F -7.52 -4.99 -1.95
N -4.98 -7.14 3.19
S -3.79 -6.41 2.71
O -2.71 -7.18 2.06
O -3.39 -5.19 3.37
F -4.56 -5.76 1.44
S -4.42 -7.47 4.72
O -4.55 -6.45 5.81
O -3.32 -8.46 4.83
F -5.71 -8.42 5.07
N 3.60 0.35 4.67
S 3.42 0.00 6.14
O 2.94 -1.31 6.50
O 3.35 1.13 7.06
F 5.00 -0.27 6.21
S 1.99 0.85 4.52
O 1.51 2.14 5.08
O 1.00 -0.21 4.20
F 2.26 1.46 3.00
N 4.91 4.21 -1.90
S 5.61 4.93 -2.98
O 5.65 6.40 -2.93
O 5.57 4.30 -4.28
F 7.09 4.40 -2.46
S 3.42 5.07 -2.32
O 2.76 4.67 -3.58
O 3.13 6.41 -1.85
F 2.54 4.28 -1.24
N -5.72 2.93 0.57
S -4.28 2.59 0.45
O -3.53 2.18 1.63
O -3.50 3.25 -0.56
F -4.47 1.14 -0.23
S -5.57 4.62 0.51
O -5.38 5.23 -0.81
O -4.92 5.29 1.62
F -7.14 4.98 0.72
N 2.95 -4.14 -3.90
S 1.62 -3.45 -3.98
O 1.16 -2.51 -2.95
O 0.59 -4.07 -4.81
F 2.23 -2.35 -5.05
S 2.23 -5.28 -2.87
O 1.52 -6.35 -3.55
O 1.66 -4.82 -1.57
F 3.53 -6.04 -2.39



22
Properties=species:S:1:pos:R:3 method="wB97M-V/def2-TZVPD" e_tot_ev=-25445.8764 fmax_ev_per_a=3.97 homo_energy_ev=-3.04 total_charge=-1
C 1.08 -2.59 0.36
C 2.04 -1.70 0.68
C -0.14 -2.13 -0.16
C 1.84 -0.32 0.68
C -0.27 -0.70 -0.46
C 0.69 0.20 0.14
C -1.27 0.09 -1.03
C -0.88 1.43 -0.88
C 0.28 1.56 -0.17
C 1.02 2.87 0.05
O -3.01 -0.73 1.57
O -4.29 -0.15 -0.44
S -3.20 -0.88 0.14
H 1.29 -3.66 0.29
H 2.97 -2.13 0.99
H -0.91 -2.97 -0.53
H 2.53 0.29 1.19
H -1.73 -0.44 -1.78
H -1.46 2.31 -1.14
H 0.28 3.70 0.04
H 1.73 3.19 -0.66
H 1.40 2.78 1.13



30
Properties=species:S:1:pos:R:3 method="wB97M-V/def2-TZVPD" e_tot_ev=-47151.2770 fmax_ev_per_a=4.27 homo_energy_ev="-0.68 / 0.16" total_charge=-2
C -0.27 1.23 -2.98
C 1.21 1.34 -2.80
C 1.43 2.21 -1.64
C 0.17 2.56 -1.11
C -0.87 2.02 -1.89
Ca -0.67 -0.60 -1.21
N -2.91 -0.43 -1.55
C 0.58 -2.62 -1.47
C 1.68 -2.40 -2.36
H 2.39 2.60 -1.38
H 1.90 0.96 -3.51
H 0.00 3.26 -0.26
H -1.94 2.07 -1.75
H -0.77 0.73 -3.76
H 1.50 -1.89 -3.33
H 0.05 -2.33 -0.36
H -3.53 -1.31 -1.88
H 2.91 -2.47 -2.24
H -0.06 -3.39 -1.72
F 1.37 -1.91 1.81
C 0.47 -1.06 2.41
C -0.25 -0.13 1.73
C -0.94 0.86 2.42
F -1.54 1.91 1.79
C -0.98 0.81 3.83
F -1.67 1.76 4.50
C -0.33 -0.20 4.53
F -0.41 -0.27 5.88
C 0.42 -1.16 3.83
F 1.07 -2.15 4.46



10
Properties=species:S:1:pos:R:3 method="wB97M-V/def2-TZVPD" e_tot_ev=-5254.2078 fmax_ev_per_a=0.77 homo_energy_ev=-9.63
C 0.36 -0.52 0.53
C -0.69 -0.56 -0.59
O -0.16 0.65 -1.16
C 0.48 0.96 0.09
H 1.18 -1.23 0.35
H 0.01 -0.63 1.56
H -0.70 -1.41 -1.29
H -1.72 -0.40 -0.23
H 1.39 1.56 -0.02
H -0.14 1.59 0.75



35
Properties=species:S:1:pos:R:3 method="wB97M-V/def2-TZVPD" e_tot_ev=-18321.8375 fmax_ev_per_a=1.71 homo_energy_ev=-9.35 smiles="C=CCCCCN.O.O.O.O.O"
C 0.47 -0.31 -3.16
C 0.37 -0.84 -1.95
C 0.48 -0.03 -0.69
C -0.76 -0.10 0.22
C -2.02 0.33 -0.52
C -3.34 0.47 0.21
N -3.57 -0.52 1.29
H 0.50 -0.93 -4.04
H 0.61 0.76 -3.29
H 0.28 -1.92 -1.84
H 1.33 -0.33 -0.05
H 0.75 1.00 -0.91
H -0.52 0.52 1.09
H -0.91 -1.13 0.56
H -1.80 1.28 -1.04
H -2.11 -0.34 -1.39
H -3.58 1.44 0.65
H -4.13 0.34 -0.54
H -3.47 -1.47 0.95
H -2.96 -0.26 2.04
O 3.57 -1.50 1.18
H 2.92 -0.98 1.66
H 4.08 -0.82 0.76
O 0.67 3.12 -0.90
H 0.01 3.63 -0.40
H 0.70 3.41 -1.81
O -1.32 4.39 0.52
H -1.51 4.10 1.41
H -2.08 4.18 0.03
O 1.68 -1.91 3.00
H 1.54 -2.79 2.69
H 0.86 -1.54 3.32
O 2.67 -3.51 -0.36
H 2.01 -3.07 -0.90
H 2.98 -2.71 0.11



10
Properties=species:S:1:pos:R:3 method="wB97M-V/def2-TZVPD" e_tot_ev=-8095.1575 fmax_ev_per_a=1.06 homo_energy_ev=-8.39
N -1.92 -0.40 -0.30
C -0.63 -0.80 -0.29
N 0.35 -1.44 -0.36
C 1.98 -0.25 -0.09
N 1.47 0.81 0.19
N 0.29 1.29 0.29
H -2.06 0.48 0.17
H -2.59 -1.12 -0.07
H 2.77 -0.89 0.26
H 0.33 2.31 0.19



Calculated values (u) of molecular weight for the records, taken in order: 2497.2, 193.2, 315.3, 58.1, 189.3, 84.1.